{
  "formula": "C17H24F13NO3",
  "method": "ωB97M-V with the def2-TZVPD basis set",
  "species": ["O", "C", "O", "C", "C", "C", "F", "F", "C", "F", "F", "C", "F", "F", "C", "F", "F", "C", "F", "F", "C", "F", "F", "F", "H", "H", "H", "H", "C", "C", "N", "C", "C", "C", "C", "C", "O", "C", "H", "H", "H", "H", "H", "H", "H", "H", "H", "H", "H", "H", "H", "H", "H", "H", "H", "H", "H", "H"],
  "xyz": [[-4.38, 3.68, -4.05], [-4.63, 3.02, -5.08], [-5.71, 3.19, -5.71], [-3.53, 2.02, -5.56], [-3.90, 0.51, -5.28], [-3.44, 0.00, -3.89], [-3.67, 1.01, -3.01], [-4.27, -1.04, -3.52], [-1.89, -0.38, -3.81], [-1.38, -0.11, -5.05], [-1.35, 0.45, -2.87], [-1.58, -1.87, -3.53], [-2.20, -2.57, -4.53], [-2.15, -2.34, -2.39], [-0.08, -2.32, -3.55], [0.06, -3.44, -2.78], [0.24, -2.72, -4.80], [1.02, -1.31, -3.10], [1.13, -0.21, -3.86], [2.22, -1.96, -3.27], [0.99, -0.86, -1.58], [1.05, 0.48, -1.47], [2.13, -1.29, -0.96], [-0.02, -1.34, -0.86], [-2.63, 2.24, -4.94], [-3.22, 2.14, -6.61], [-5.01, 0.47, -5.25], [-3.61, -0.17, -6.12], [2.38, -2.17, 3.45], [2.13, -0.86, 2.72], [0.82, -0.18, 3.07], [-0.31, -1.12, 2.69], [0.61, 1.04, 2.17], [1.59, 2.19, 2.35], [0.64, 0.12, 4.56], [1.73, 0.91, 5.26], [2.96, 0.23, 5.24], [4.10, 1.09, 5.29], [1.66, -2.94, 3.17], [3.36, -2.55, 3.18], [2.36, -2.06, 4.54], [2.11, -1.05, 1.65], [2.94, -0.16, 2.91], [-0.19, -1.40, 1.65], [-1.25, -0.59, 2.83], [-0.28, -1.99, 3.34], [-0.40, 1.40, 2.34], [0.68, 0.67, 1.15], [1.29, 2.84, 3.17], [1.57, 2.81, 1.45], [2.62, 1.87, 2.50], [0.53, -0.85, 5.04], [-0.31, 0.65, 4.64], [1.43, 1.02, 6.32], [1.82, 1.92, 4.87], [3.86, 2.06, 5.72], [4.49, 1.22, 4.28], [4.86, 0.61, 5.90]],
  "nbo_charge": [-0.777, 0.731, -0.775, -0.506, -0.474, 0.647, -0.308, -0.340, 0.574, -0.302, -0.314, 0.585, -0.294, -0.300, 0.582, -0.303, -0.285, 0.562, -0.276, -0.299, 0.922, -0.297, -0.323, -0.309, 0.200, 0.212, 0.258, 0.218, -0.642, -0.216, -0.209, -0.408, -0.212, -0.640, -0.233, -0.087, -0.563, -0.253, 0.216, 0.252, 0.233, 0.230, 0.233, 0.243, 0.233, 0.230, 0.228, 0.235, 0.217, 0.261, 0.218, 0.231, 0.235, 0.206, 0.190, 0.185, 0.173, 0.208],
  "fmax_ev_per_a": 2.292,
  "e_lumo_ev": -0.857,
  "e_homo_ev": -5.31
}

=====

{
  "formula": "C17H24F5O2PdSe2",
  "method": "ωB97M-V with the def2-TZVPD basis set",
  "species": ["Pd", "C", "C", "C", "C", "C", "C", "C", "C", "C", "C", "H", "H", "H", "H", "H", "H", "H", "H", "H", "H", "H", "H", "H", "H", "O", "C", "C", "C", "O", "C", "Se", "C", "Se", "H", "H", "H", "H", "H", "H", "H", "H", "H", "H", "F", "C", "F", "C", "F", "F", "F"],
  "xyz": [[-0.21, -0.76, -0.05], [-3.13, -0.42, -2.59], [-3.61, 0.31, -1.33], [-3.55, 1.82, -1.50], [-2.88, -0.18, -0.09], [-2.98, -1.50, 0.32], [-2.30, -1.98, 1.44], [-1.55, -1.13, 2.26], [-0.87, -1.64, 3.51], [-1.48, 0.21, 1.88], [-2.09, 0.67, 0.72], [-3.68, -0.05, -3.46], [-3.28, -1.50, -2.53], [-2.07, -0.24, -2.77], [-4.65, 0.02, -1.17], [-2.53, 2.15, -1.71], [-3.91, 2.35, -0.62], [-4.17, 2.12, -2.35], [-3.58, -2.19, -0.27], [-2.36, -3.03, 1.69], [-1.59, -1.73, 4.32], [-0.10, -0.95, 3.84], [-0.43, -2.62, 3.35], [-0.93, 0.90, 2.51], [-2.01, 1.72, 0.48], [4.53, 2.24, 1.44], [4.06, 2.23, 0.10], [2.76, 1.42, 0.05], [1.75, 2.05, 1.03], [1.91, 1.63, 2.38], [3.13, -0.05, 0.33], [1.89, -1.11, 1.33], [2.23, 1.53, -1.38], [0.51, 0.71, -1.87], [5.39, 2.67, 1.49], [4.81, 1.79, -0.56], [3.85, 3.24, -0.25], [0.74, 1.79, 0.75], [1.83, 3.13, 0.95], [2.80, 1.91, 2.65], [4.07, -0.13, 0.88], [3.24, -0.60, -0.61], [2.98, 1.14, -2.07], [2.05, 2.58, -1.62], [0.23, -3.34, 0.13], [0.13, -2.52, -0.94], [-1.03, -2.76, -1.59], [1.29, -2.86, -1.94], [2.47, -2.74, -1.34], [1.24, -2.12, -3.02], [1.08, -4.15, -2.24]],
  "mulliken_charge": [1.614, -1.129, 0.532, -1.611, 0.816, -0.461, -0.956, 1.081, -1.720, -0.765, -0.628, 0.459, 0.327, 0.029, 0.386, 0.237, 0.413, 0.438, 0.487, 0.482, 0.405, 0.344, 0.403, 0.194, 0.319, -0.564, -1.370, 2.020, -0.871, -0.441, -1.398, -0.029, -1.676, -0.311, 0.366, 0.465, 0.481, 0.039, 0.474, 0.387, 0.486, 0.436, 0.565, 0.580, -0.207, 0.349, -0.185, 0.357, -0.225, -0.183, -0.240],
  "fmax_ev_per_a": 1.769,
  "e_lumo_ev": [-5.774, -5.751],
  "e_homo_ev": [-11.40, -11.74],
  "relative_energy_kj_mol": 99.6,
  "total_charge": 1
}

=====

{
  "formula": "C17H24N2O",
  "method": "ωB97M-V with the def2-TZVPD basis set",
  "species": ["C", "N", "C", "H", "H", "H", "C", "C", "C", "N", "C", "C", "C", "O", "C", "C", "C", "C", "C", "C", "C", "C", "H", "H", "H", "H", "H", "C", "H", "H", "H", "H", "H", "H", "H", "H", "H", "H", "H", "H", "H", "H", "H", "H"],
  "xyz": [[5.52, 1.29, -2.11], [4.96, -0.03, -2.31], [5.95, -1.06, -2.11], [6.75, -0.93, -2.85], [5.49, -2.04, -2.28], [6.41, -1.05, -1.11], [3.72, -0.26, -1.61], [3.79, -0.31, -0.07], [2.39, -0.38, 0.54], [1.68, 0.85, 0.30], [0.34, 1.04, 0.26], [-0.17, 2.28, 0.03], [-1.57, 2.55, -0.12], [-2.02, 3.67, -0.33], [-2.49, 1.34, -0.04], [-1.94, 0.29, 0.92], [-2.87, -0.89, 1.06], [-3.43, -1.21, 2.29], [-4.29, -2.28, 2.42], [-4.61, -3.06, 1.32], [-4.06, -2.75, 0.09], [-3.20, -1.67, -0.04], [-2.79, -1.44, -1.02], [-4.31, -3.35, -0.78], [-5.28, -3.90, 1.43], [-4.71, -2.52, 3.39], [-3.18, -0.61, 3.15], [-0.55, -0.15, 0.46], [-0.12, -0.82, 1.20], [-0.63, -0.70, -0.49], [-1.83, 0.76, 1.91], [-3.49, 1.67, 0.27], [-2.58, 0.93, -1.05], [0.49, 3.12, -0.08], [2.25, 1.68, 0.24], [2.48, -0.58, 1.62], [1.84, -1.21, 0.09], [4.30, 0.57, 0.31], [4.35, -1.19, 0.24], [3.03, 0.54, -1.91], [3.31, -1.20, -1.98], [4.75, 2.04, -2.29], [6.32, 1.45, -2.84], [5.95, 1.45, -1.11]],
  "nbo_charge": [-0.413, -0.435, -0.413, 0.202, 0.199, 0.160, -0.212, -0.430, -0.207, -0.584, 0.316, -0.454, 0.544, -0.582, -0.490, -0.229, -0.024, -0.205, -0.203, -0.218, -0.221, -0.167, 0.197, 0.212, 0.213, 0.213, 0.209, -0.447, 0.224, 0.225, 0.213, 0.237, 0.218, 0.212, 0.390, 0.188, 0.198, 0.197, 0.214, 0.199, 0.192, 0.200, 0.203, 0.158],
  "fmax_ev_per_a": 0.434,
  "e_lumo_ev": 0.618,
  "e_homo_ev": -8.13,
  "relative_energy_kj_mol": 139.9,
  "smiles": "CN(C)CCCNC1=CC(=O)C[C@@H](c2ccccc2)C1"
}